Entry 1:
ORCA calculation (ωB97M-V/def2-TZVPD) on C34H68N3O11P2ReS2Se as an isolated structure in a non-equilibrium geometry.

```
122
Properties=species:S:1:pos:R:3:forces:R:3
Re 0.18341 -0.03958 -0.25586 -2.2060 0.6075 0.3410
Se 1.89391 1.35810 0.89096 0.6906 0.5037 0.4258
S 1.66232 -0.55021 -2.26404 1.2141 -0.6856 -0.2160
S -1.26463 0.38561 1.41485 0.3606 -0.1796 -0.9448
P -2.19048 -2.05687 -1.35736 -0.2363 -0.3039 -0.2589
P -0.66972 -2.87065 1.02688 0.0351 -0.2098 0.5134
O -0.98779 -1.23406 -1.71646 -0.0471 0.0756 0.5272
O -2.43695 1.31576 -1.43542 -0.1203 0.0406 0.3052
O -3.46396 -1.35264 -1.90581 0.1065 0.0839 0.2331
O 2.06338 -1.95116 -1.91092 0.0456 -0.0014 -0.1669
O -0.32547 -4.34375 0.60617 0.0489 0.0640 -0.0619
O -2.13476 -3.50420 -1.97579 0.0573 0.1540 0.0587
O -0.91069 -2.85898 2.57611 -0.0111 0.0637 -0.1758
O 0.47229 -2.01929 0.54735 -0.1128 0.3057 -0.2162
O -1.55346 3.05987 -2.34388 -0.0240 0.3052 0.2959
O 3.24635 -1.01613 0.43407 0.1787 -0.2379 -0.1733
O -0.26871 1.63407 -1.39573 0.2841 -0.2912 0.5560
N 0.57035 3.89890 0.48249 0.0319 0.0470 0.0266
N 0.09465 3.05920 2.44093 0.1546 0.0860 0.0647
N -1.50265 2.03287 -1.69951 0.0588 -0.3057 -0.8208
C -4.84448 -1.69970 -1.57152 -0.2173 -0.0315 0.0033
C 4.44437 -0.47270 -2.66886 -0.0673 -0.1815 -0.1007
C -0.74893 4.14437 2.25899 0.0185 0.0446 -0.0374
C 0.69973 1.85892 -4.46911 0.0114 -0.0763 -0.0637
C 2.27502 3.32222 4.62444 -0.0354 -0.1319 0.0027
C 3.13508 2.06388 4.51408 -0.0054 0.0918 0.0311
C -2.62553 -4.65392 -4.02076 0.0074 0.0512 0.0775
C -0.31935 -3.66910 4.73468 -0.0460 0.0101 -0.0788
C -1.71508 -6.24077 0.02637 0.0588 0.0678 -0.0081
C -2.16239 6.27883 1.28145 0.0297 0.0007 0.0042
C 0.01028 -6.36144 1.85937 -0.0139 0.0628 -0.0197
C -1.76006 4.67011 3.05573 -0.0134 -0.0140 0.0380
C -5.65453 -1.44762 -2.82348 0.1021 0.0150 -0.0141
C -1.15500 5.75983 0.49406 0.0242 0.0367 -0.0230
C 2.82849 6.09493 0.15884 -0.0149 -0.0726 0.0920
C 0.78828 3.02885 4.81426 0.0522 0.0517 -0.1189
C 1.04625 -0.63317 -3.96765 -0.3349 0.2094 0.0932
C 0.14641 2.25981 3.66177 -0.0024 0.0236 0.1124
C 2.73088 4.70732 -0.48141 -0.1075 0.1274 0.0432
C 0.84513 2.90554 1.34239 -0.2713 -0.3701 -0.3169
C -0.24205 -4.26878 -3.25676 -0.0323 0.0513 0.1187
C 0.07335 0.47159 -4.36761 0.0487 0.1226 0.0562
C -2.31562 -2.47462 0.38978 0.2779 -0.0038 -0.2710
C -1.64857 -3.71893 -3.34244 0.0106 -0.0842 -0.2354
C 2.65691 6.10358 1.67721 0.0125 0.0109 -0.0665
C 1.31525 4.20242 -0.74223 0.1563 -0.0528 -0.0348
C -2.45953 5.74371 2.54405 0.0157 0.0071 0.0054
C 0.71657 -1.55108 3.83773 -0.0957 -0.0370 -0.0999
C -1.02262 -5.50721 1.15644 -0.0332 -0.1513 0.0483
C 4.45438 -1.34263 -3.92267 0.0220 0.0880 0.0217
C -0.45078 4.67738 1.00941 -0.0139 -0.0145 0.0575
C -5.29319 -0.84307 -0.40259 0.1162 0.0148 -0.0442
C 0.21185 -2.94367 3.51871 0.1301 0.0236 0.2114
C 3.20796 0.39774 -2.48136 -0.1652 0.2331 0.0312
H 3.26286 3.97403 0.13188 0.0475 -0.0108 -0.0560
H 3.29504 0.99754 -1.57368 0.0095 0.0143 -0.0199
H 1.55853 1.85348 -5.14528 0.0006 0.0063 -0.0026
H 4.57963 -1.09320 -1.78466 -0.0003 0.0149 0.0208
H -0.02713 2.57166 -4.85474 0.0074 0.0225 0.0293
H 1.65271 5.80910 1.98661 0.0225 -0.0040 0.0236
H -2.96685 -3.34467 0.50075 0.0155 -0.0159 0.0173
H 0.56279 -1.60924 -3.98964 0.0349 -0.0243 0.0414
H -0.05923 -0.98775 4.35828 0.0127 0.0187 0.0067
H -2.68534 -1.62065 0.95499 0.0053 0.0223 0.0106
H 1.33987 3.30299 -1.34929 -0.0903 -0.0563 0.0065
H 0.41910 -3.58393 -2.72327 0.0146 -0.0144 -0.0103
H -6.69740 -1.70777 -2.64730 -0.0070 -0.0024 -0.0038
H 2.99800 1.55873 3.55743 -0.0192 -0.0402 0.0313
H 4.19262 2.31233 4.60366 0.0080 -0.0151 -0.0172
H 3.22517 4.72747 -1.45579 0.0136 -0.0342 -0.0019
H 0.97822 -1.01026 2.92813 0.0461 -0.0018 0.0142
H 1.02165 2.22262 -3.49281 -0.0156 0.0186 -0.0085
H 0.73751 4.95056 -1.28152 -0.0515 -0.0502 -0.0319
H -0.70872 -4.65259 4.47136 0.0267 -0.0114 0.0119
H -3.26046 6.17975 3.12511 -0.0048 -0.0059 -0.0021
H 0.64731 2.43459 5.72098 -0.0268 -0.0024 0.0033
H 3.81159 6.50872 -0.07338 -0.0172 0.0235 -0.0268
H 0.24924 3.96870 4.95763 -0.0176 -0.0201 0.0745
H 2.40969 3.94690 3.73688 0.0441 0.0294 0.0188
H 0.47858 -5.81992 2.68054 0.0047 -0.0205 0.0153
H -4.99561 0.19092 -0.57966 -0.0466 0.0088 -0.0173
H 3.65864 -2.08537 -3.89463 0.0041 -0.0161 -0.0066
H 1.59625 -1.62637 4.47856 -0.0068 0.0048 0.0243
H 1.00634 -3.52827 3.04532 -0.0381 -0.0105 -0.0597
H -0.34714 0.19316 -5.33677 0.0298 -0.0383 -0.0076
H -0.94518 6.16312 -0.48647 -0.0012 0.0071 0.0053
H 1.93016 -0.65514 -4.60397 0.0219 -0.0471 0.0157
H -0.46336 -7.25796 2.25958 0.0060 -0.0048 0.0090
H -2.66317 -5.60754 -3.49241 -0.0022 -0.0072 -0.0119
H 2.89149 1.35946 5.31347 0.0170 -0.0102 0.0045
H -5.28049 -2.04300 -3.65613 -0.0116 -0.0036 0.0012
H 2.09381 6.76064 -0.30504 0.0292 0.0286 -0.0137
H -0.87748 1.97609 3.90534 0.0093 -0.0448 -0.0409
H 0.15195 -4.43621 -4.25987 0.0057 -0.0026 -0.0076
H -6.37733 -0.89132 -0.30779 -0.0049 -0.0176 0.0280
H 3.37392 5.42252 2.14131 -0.0112 -0.0010 0.0171
H 2.84073 7.09994 2.07947 -0.0128 -0.0023 0.0163
H 4.34955 -0.74135 -4.82965 -0.0075 -0.0014 -0.0005
H -0.75748 0.48484 -3.66197 -0.0343 -0.0431 -0.0322
H -1.12539 -3.08693 5.18253 0.0068 -0.0114 0.0248
H 3.39950 -1.50114 1.24993 -0.0254 0.0187 0.0411
H -2.30357 -4.83697 -5.04560 -0.0094 -0.0160 -0.0047
H -4.87667 -2.76443 -1.31835 0.0311 -0.0038 -0.0082
H -5.59341 -0.39304 -3.09381 -0.0206 -0.0012 -0.0019
H -1.76134 -5.15532 1.88189 0.0040 0.0693 -0.0179
H -2.39376 -6.98643 0.44044 0.0133 -0.0259 -0.0095
H -0.98226 -6.75159 -0.59999 -0.0030 0.0270 -0.0230
H -2.00051 4.24674 4.02106 -0.0011 0.0127 0.0024
H -0.25061 -5.22070 -2.72339 0.0023 -0.0185 -0.0291
H 5.29059 0.21747 -2.70190 -0.0014 0.0213 0.0577
H -4.85356 -1.16698 0.54034 -0.0077 0.0106 0.0022
H 2.88527 -1.66288 -0.20117 0.0205 -0.0178 0.0539
H -2.74454 7.11153 0.91164 0.0012 0.0053 0.0067
H 5.40150 -1.87686 -3.99319 -0.0015 0.0013 -0.0225
H -3.62652 -4.22299 -4.04373 -0.0025 -0.0140 -0.0056
H 0.78424 -6.66081 1.15233 0.0007 -0.0089 0.0047
H 3.05275 1.06597 -3.32982 -0.0578 0.0137 0.0214
H -1.65335 -2.75404 -3.85903 0.0106 0.0254 0.0506
H -2.28171 -5.55181 -0.59814 -0.0466 -0.0190 0.0168
H 0.69901 1.35219 3.42859 -0.0516 -0.0058 -0.0304
H 0.47460 -3.79192 5.47072 0.0040 -0.0013 0.0036
H 2.61333 3.91412 5.47675 -0.0087 0.0548 -0.0292
```
Forces are in eV/Å.

Results
**Energy above the lowest of the compared OMol25 structures with the same formula, charge and spin**: 10.7 kcal per mole
**F_max**: 2.313 eV/Å
**E_LUMO (alpha / beta)**: -0.07024 / -0.09889 Eh
**Total charge**: +1
**Multiplicity**: 4

***

Entry 2:
ORCA calculation (ωB97M-V/def2-TZVPD) on C6H11NO as an isolated structure.

```
19
Properties=species:S:1:pos:R:3:forces:R:3
O 2.02499 0.73526 0.58490 -0.3745 -0.1660 -0.0755
N 1.32817 -1.53332 0.40259 -0.1072 0.0594 0.0031
C -0.13950 0.46807 -0.96900 0.2130 -0.1300 0.2659
C 0.26204 1.89244 -1.21164 0.0370 -0.0217 0.0694
C -0.45222 0.39940 1.46828 0.2700 -0.1206 -0.2027
C 1.17878 -0.11913 0.43964 -0.4632 0.2986 -0.0925
C -1.59254 -1.29997 0.04644 0.0473 0.0216 0.0038
C -0.80950 -0.02678 0.17475 0.3840 -0.0333 0.0232
H 1.34295 1.97229 -1.36354 -0.0319 -0.0262 0.0224
H 1.91227 -1.80617 1.18814 -0.0220 0.0472 -0.0463
H 1.81889 -1.78605 -0.44946 -0.0195 0.0424 0.0423
H -0.24197 2.28091 -2.10031 0.0230 -0.0316 0.0501
H -1.48512 -1.93631 0.92298 0.0098 0.0512 -0.0044
H -0.24487 -0.14607 -1.85817 -0.0464 -0.0076 0.0187
H -2.64722 -1.01512 -0.04632 0.0660 -0.0027 0.0073
H -0.82977 -0.15845 2.31548 -0.0344 -0.0102 -0.0364
H -1.31485 -1.86785 -0.83997 0.0115 0.0518 0.0098
H 0.01512 2.53751 -0.36867 -0.0049 -0.0280 -0.0074
H -0.12564 1.40935 1.66388 0.0422 0.0058 -0.0509
```
Forces are in eV/Å.

Results
**Energy above the lowest of the compared OMol25 structures with the same formula, charge and spin**: 85.2 kcal per mole
**F_max**: 0.559 eV/Å
**E_LUMO**: 0.02668 Eh
**Total charge**: 0